i) 14
Properties=species:S:1:pos:R:3 method="wB97M-V/def2-TZVPD" e_homo_ev=-9.2 smiles=OCC#C[C@H]1CN1 orbital_gap_ev=10.1
H -0.91136 -0.72935 1.18297
H 1.71072 -1.03530 1.76043
H 3.19536 0.14805 0.42318
C 1.18260 0.53935 -0.16490
C 0.07666 1.00862 -0.04035
C -1.31311 1.08142 0.36411
H -1.71698 2.03161 0.70060
O 1.91193 -1.42919 0.90087
H -3.28828 0.22812 -0.22703
C -2.22129 0.03389 -0.17603
C 2.31537 -0.37894 0.03270
H 2.59780 -0.86357 -0.90441
N -1.70198 -0.08492 1.17632
H -1.82419 -0.60523 -0.96108

ii) 14
Properties=species:S:1:pos:R:3 method="wB97M-V/def2-TZVPD" e_homo_ev=-6.7 orbital_gap_ev=7.6
H -0.78134 -1.83388 1.37337
H -0.92474 -0.95014 3.03643
N -1.12909 0.22254 1.34583
C 0.47794 -0.70002 -1.01799
H 2.80826 2.14804 -0.35551
H 0.73598 -1.50747 -0.31991
H -1.29857 1.59792 -0.19743
C -0.84981 -0.93056 1.96037
C 2.13181 1.34613 -0.55682
H -1.28737 1.01215 1.96277
C -1.22434 0.55177 0.06731
C 1.38280 0.43171 -0.78732
H 0.58787 -1.06947 -2.04241
O -0.91664 -0.37076 -0.88430

It is i) that is the most stable of them.